# 1
{"formula": "C26H25IOPS3Sb2Se4W", "method": "ωB97M-V/def2-TZVPD", "symbols": ["W", "S", "Sb", "S", "S", "I", "C", "C", "C", "C", "C", "C", "C", "C", "C", "P", "C", "C", "C", "C", "C", "C", "C", "C", "C", "C", "C", "C", "C", "H", "H", "H", "H", "H", "H", "H", "H", "H", "H", "H", "H", "H", "H", "H", "H", "Se", "Sb", "Se", "Se", "Se", "C", "C", "C", "C", "O", "H", "H", "H", "H", "H", "H", "H", "H", "H"], "positions_angstrom": [[-0.00508, -0.60305, -0.14147], [0.06512, -3.60953, 3.07736], [0.28313, -1.41129, 2.99833], [1.89035, -0.81921, 1.10487], [-1.48604, -0.24232, 1.53688], [4.00684, 0.42343, -1.18444], [4.35806, 1.30791, 0.69724], [5.46616, 0.76723, 1.29520], [6.10184, 1.40759, 2.37571], [5.66901, 2.64709, 2.73263], [4.52783, 3.22391, 2.12211], [4.20678, 4.56163, 2.45395], [3.14467, 5.17917, 1.86937], [2.27527, 4.40493, 1.08232], [2.48636, 3.07245, 0.79364], [0.86830, 2.27489, 0.26420], [-0.15636, 2.77965, 1.70101], [0.37540, 2.93576, 2.98002], [-0.45376, 3.16412, 4.07017], [-1.82772, 3.24789, 3.90304], [-2.37409, 3.06181, 2.64206], [-1.54538, 2.80558, 1.56247], [0.47899, 3.40979, -1.12091], [1.42639, 3.45034, -2.14617], [1.19404, 4.18126, -3.29903], [0.00758, 4.88293, -3.45139], [-0.93209, 4.86660, -2.43446], [-0.70132, 4.13282, -1.27909], [3.74350, 2.50018, 1.17210], [5.89557, -0.14342, 0.90133], [6.96438, 0.95075, 2.84053], [6.19062, 3.22837, 3.48259], [4.84883, 5.08336, 3.15280], [2.91122, 6.21634, 2.06698], [1.35376, 4.87161, 0.75984], [1.44387, 2.87375, 3.14113], [-0.01751, 3.27979, 5.05407], [-2.47036, 3.43728, 4.75288], [-3.44711, 3.08032, 2.49939], [-1.99038, 2.58561, 0.60096], [2.36490, 2.92002, -2.03500], [1.94377, 4.20200, -4.07944], [-0.17787, 5.44556, -4.35711], [-1.85431, 5.42409, -2.53393], [-1.43579, 4.16869, -0.48991], [-4.96383, 0.03185, 0.70744], [-4.01073, 1.08923, -1.14556], [-1.43473, 0.64206, -1.87036], [1.18346, 0.01649, -2.23161], [-4.91424, 2.66101, -2.61402], [-2.66288, -3.14904, -0.56393], [-1.25376, -3.37142, -1.08660], [-0.65018, -4.66389, -0.57325], [-1.16537, -3.25581, -2.60102], [-0.41751, -2.29844, -0.53559], [-3.23028, -4.07622, -0.65182], [-3.17466, -2.37011, -1.13090], [-2.64059, -2.85861, 0.48631], [-1.14428, -5.50244, -1.06653], [-0.77774, -4.75320, 0.50491], [0.41450, -4.70046, -0.80339], [-2.01311, -3.77571, -3.04994], [-0.24402, -3.69897, -2.97815], [-1.20808, -2.21087, -2.90787]], "forces_ev_per_a": [[0.4, 0.0, 0.7], [-0.1, -0.1, 0.0], [0.1, 0.2, 0.0], [-0.3, -0.2, -0.1], [0.1, -0.2, -0.2], [0.2, 0.3, 0.1], [0.3, -0.4, -0.1], [0.0, 0.0, 0.1], [-0.1, 0.1, -0.1], [0.0, -0.1, 0.0], [0.1, 0.1, 0.1], [-0.1, 0.0, -0.1], [0.0, -0.1, 0.0], [0.0, 0.0, 0.0], [-0.2, 0.3, -0.1], [0.1, 0.1, 0.2], [-0.1, 0.0, -0.1], [0.1, 0.0, 0.0], [0.0, 0.0, 0.0], [0.0, 0.0, 0.0], [0.0, 0.0, 0.0], [0.0, 0.1, 0.0], [-0.1, -0.1, -0.1], [0.0, 0.0, 0.0], [0.0, 0.0, 0.0], [0.0, 0.0, 0.0], [0.0, 0.0, 0.0], [0.1, 0.1, 0.1], [0.0, 0.0, 0.1], [0.0, 0.0, 0.0], [0.0, 0.0, 0.0], [0.0, 0.0, 0.0], [0.0, 0.0, 0.0], [0.0, 0.0, 0.0], [0.0, 0.0, 0.0], [0.0, 0.0, 0.0], [0.0, 0.0, 0.0], [0.0, 0.0, 0.0], [0.0, 0.0, 0.0], [0.0, 0.0, 0.0], [0.0, 0.0, 0.0], [0.0, 0.0, 0.0], [0.0, 0.0, 0.0], [0.0, 0.0, 0.0], [-0.1, 0.0, 0.0], [-0.1, 0.0, 0.0], [0.7, -0.2, -0.1], [-0.4, 0.1, 0.0], [-0.5, -0.1, -0.4], [-0.1, 0.0, 0.0], [0.0, 0.0, 0.0], [0.0, 0.0, 0.1], [0.0, 0.0, 0.0], [0.0, 0.0, 0.0], [0.0, 0.0, -0.2], [0.0, 0.0, -0.1], [0.0, 0.0, 0.0], [0.0, 0.0, 0.0], [0.0, 0.0, 0.0], [0.0, 0.0, 0.0], [0.0, 0.0, 0.0], [0.0, -0.1, 0.0], [0.0, 0.1, 0.0], [-0.1, 0.0, 0.0]], "lowdin_spin": [-0.076, 0.020, 0.024, 0.027, 0.031, 0.104, 0.019, 0.008, 0.001, 0.003, 0.000, 0.001, 0.000, 0.001, 0.001, 0.002, 0.000, 0.000, 0.000, 0.000, 0.000, 0.002, 0.000, 0.000, 0.000, 0.000, 0.000, 0.000, 0.001, 0.002, 0.000, 0.000, 0.000, 0.000, 0.000, 0.000, 0.000, 0.000, 0.000, 0.002, 0.000, 0.000, 0.000, 0.000, 0.000, 0.156, 0.098, -0.010, 0.468, 0.117, 0.000, 0.000, 0.001, 0.001, -0.004, 0.000, 0.000, 0.000, 0.000, 0.001, 0.000, 0.000, 0.000, 0.001], "orbital_gap_ha": [0.2161, 0.1908], "spin_multiplicity": 2, "total_charge": 0}


# 2
{"formula": "C35H53N4OP2Zr", "method": "ωB97M-V/def2-TZVPD", "symbols": ["C", "C", "C", "C", "C", "H", "H", "H", "N", "P", "P", "C", "H", "H", "C", "O", "C", "H", "C", "C", "C", "C", "C", "H", "H", "H", "C", "H", "H", "H", "C", "H", "H", "H", "C", "H", "H", "H", "C", "H", "H", "H", "C", "H", "H", "H", "C", "H", "H", "H", "C", "H", "H", "H", "C", "H", "H", "H", "C", "H", "H", "H", "C", "H", "H", "H", "C", "H", "H", "H", "Zr", "N", "C", "C", "C", "C", "C", "H", "C", "H", "C", "H", "H", "H", "C", "C", "N", "C", "C", "N", "H", "H", "H", "H", "H", "H"], "positions_angstrom": [[-1.60135, -1.57358, -2.40098], [0.59458, -2.22721, -1.73493], [-1.58938, -2.49062, -3.44116], [0.57880, -3.25870, -2.68627], [-0.51804, -3.39192, -3.52209], [-2.42790, -2.50322, -4.13655], [1.43535, -3.93690, -2.72169], [-0.55837, -4.21012, -4.23976], [-0.57377, -1.53987, -1.52964], [-2.75331, -0.02386, -0.38695], [2.61964, -0.52982, -0.26231], [-2.67016, -0.50712, -2.19835], [-2.37018, 0.39708, -2.75928], [-3.64481, -0.80902, -2.61672], [1.25674, 1.11977, 1.31876], [1.81245, 2.05599, 1.75795], [1.70897, -1.92512, -0.83959], [2.34357, -2.80796, -0.66557], [3.78040, 0.05137, -1.67861], [3.67284, -1.14058, 1.23258], [-3.49473, 1.72804, -0.36405], [-3.99087, -1.32704, 0.22340], [3.82130, 1.58778, -1.54113], [4.19817, 1.89704, -0.55541], [4.49178, 2.01374, -2.30377], [2.82905, 2.03327, -1.67987], [5.18717, -0.55966, -1.59525], [5.71269, -0.33600, -0.66208], [5.14854, -1.64787, -1.73818], [5.79940, -0.14583, -2.41374], [3.21019, -0.38330, -3.03217], [3.81727, 0.05324, -3.84200], [3.23869, -1.47536, -3.14090], [2.17990, -0.04494, -3.18023], [4.55354, 0.05139, 1.66245], [3.94335, 0.92791, 1.91420], [5.10860, -0.25011, 2.56311], [5.28783, 0.35331, 0.90771], [2.72973, -1.46830, 2.39678], [2.03833, -0.63989, 2.60847], [2.15326, -2.38478, 2.22221], [3.34732, -1.62513, 3.29565], [4.50580, -2.40248, 0.96220], [5.26618, -2.27931, 0.18630], [5.03290, -2.64533, 1.89828], [3.87709, -3.26471, 0.70737], [-4.42462, -0.96620, 1.65344], [-4.98804, -1.81616, 2.06838], [-3.55669, -0.79916, 2.30748], [-5.07715, -0.08499, 1.70168], [-3.27148, -2.68520, 0.27490], [-2.98377, -3.04444, -0.72079], [-2.37925, -2.66161, 0.91336], [-3.96474, -3.42196, 0.71136], [-5.21342, -1.51168, -0.69888], [-5.87668, -2.25288, -0.22716], [-5.79754, -0.59964, -0.84844], [-4.92695, -1.90936, -1.68047], [-2.73314, 2.62246, -1.35854], [-2.88564, 2.30772, -2.39809], [-3.12489, 3.64746, -1.26897], [-1.65740, 2.64929, -1.15674], [-3.34757, 2.31769, 1.04860], [-2.29742, 2.47927, 1.32518], [-3.84582, 3.29839, 1.06607], [-3.81692, 1.69726, 1.82205], [-4.97229, 1.70131, -0.77011], [-5.11815, 1.24190, -1.75657], [-5.60472, 1.20470, -0.02429], [-5.32303, 2.74110, -0.84221], [-0.01964, -0.39401, 0.29064], [0.22857, 1.14931, -1.18848], [0.63014, 1.28945, -2.30403], [0.65784, 2.10371, -3.48447], [0.51083, 3.49765, -3.36069], [0.79773, 1.51778, -4.75733], [0.56399, 4.30678, -4.49812], [0.35326, 3.94345, -2.37671], [0.89259, 2.33451, -5.87885], [0.82616, 0.43088, -4.81947], [0.77770, 3.72379, -5.75678], [0.42591, 5.38169, -4.40229], [1.03470, 1.87500, -6.85572], [0.83038, 4.34264, -6.65405], [-1.06992, 0.80947, 3.79403], [-0.91530, -0.63413, 3.50471], [-0.59825, -1.20720, 2.33529], [-0.57790, -2.59748, 2.55466], [-0.86168, -2.83019, 3.85890], [-1.07593, -1.58488, 4.43852], [-1.47498, 0.92439, 4.81080], [-0.10517, 1.33344, 3.72698], [-1.77436, 1.26569, 3.08007], [-0.37478, -3.29387, 1.74712], [-0.91950, -3.75816, 4.40391], [-1.32491, -1.40382, 5.40884]], "forces_ev_per_a": [[-0.3, 0.1, -0.5], [-0.8, -0.1, -0.4], [-0.3, 0.3, 0.4], [0.4, -0.1, 0.3], [-0.1, -0.1, 0.1], [0.3, -0.2, 0.1], [-0.3, 0.2, -0.2], [0.1, 0.3, 0.0], [1.2, 0.7, -0.2], [-0.7, 0.0, -0.7], [1.3, -1.0, -0.5], [0.4, 0.1, 0.0], [0.0, -0.4, 0.2], [0.5, 0.1, 0.3], [2.0, 5.5, 2.4], [-2.0, -3.9, -1.8], [-0.8, -0.7, 1.2], [-0.5, 0.1, 0.3], [-0.1, 0.8, 0.1], [-0.2, 0.1, -0.3], [0.1, -0.3, 0.0], [0.0, 0.1, 0.2], [0.3, 0.1, -0.2], [-0.1, -0.1, -0.3], [-0.2, -0.1, 0.2], [0.3, 0.0, 0.0], [0.1, -0.1, 0.1], [-0.1, -0.1, -0.4], [0.1, 0.3, 0.0], [-0.3, -0.1, 0.2], [-0.1, -0.1, 0.0], [-0.2, -0.1, 0.3], [-0.1, 0.3, 0.0], [0.2, -0.2, 0.0], [0.0, 0.0, 0.0], [0.2, -0.2, 0.0], [-0.1, 0.1, -0.2], [-0.3, -0.1, 0.4], [0.0, 0.0, 0.0], [0.2, -0.2, 0.2], [0.1, 0.2, 0.0], [-0.3, 0.1, -0.2], [0.2, 0.0, -0.1], [-0.2, 0.0, 0.3], [-0.2, 0.0, -0.3], [0.1, 0.1, 0.1], [-0.2, -0.1, 0.1], [0.1, 0.3, -0.1], [-0.1, 0.0, -0.1], [0.2, -0.2, 0.0], [0.2, -0.1, 0.0], [-0.1, 0.0, 0.2], [-0.3, 0.0, -0.1], [0.2, 0.2, -0.2], [-0.1, 0.1, 0.1], [0.2, 0.2, -0.1], [0.1, -0.4, 0.1], [-0.2, 0.0, 0.3], [0.0, 0.0, 0.0], [0.0, 0.1, 0.2], [0.1, -0.3, 0.0], [-0.2, 0.1, 0.0], [-0.1, 0.0, 0.1], [-0.1, 0.0, -0.1], [0.2, -0.2, 0.0], [0.1, 0.1, -0.2], [-0.2, 0.3, 0.0], [0.0, 0.1, 0.3], [0.2, 0.1, -0.3], [0.1, -0.2, 0.0], [-0.1, -3.2, 0.0], [1.9, -0.1, -3.5], [-2.8, 2.5, 2.8], [0.4, -0.7, -1.0], [0.0, 0.5, 0.2], [0.2, 0.2, 0.1], [-0.1, -0.6, 0.1], [0.1, -0.1, -0.3], [-0.2, -0.3, 0.1], [0.1, 0.3, -0.3], [-0.1, -0.1, 0.3], [0.1, -0.2, 0.0], [-0.1, 0.2, 0.2], [0.0, -0.1, 0.3], [-0.2, 0.3, 0.0], [0.1, -0.4, 0.2], [-0.1, 0.1, -0.2], [0.0, 0.3, 0.2], [0.0, 0.1, -0.2], [0.1, -0.2, -0.5], [0.2, 0.2, -0.4], [-0.3, -0.1, 0.1], [0.3, -0.1, 0.3], [0.0, 0.1, 0.3], [-0.1, 0.1, 0.1], [0.1, -0.1, -0.3]], "lowdin_charge": [-0.326, -0.352, 0.013, 0.008, 0.010, 0.137, 0.137, 0.137, -0.094, 1.093, 1.055, -0.220, 0.085, 0.096, -0.230, 0.126, -0.304, 0.085, -0.620, -0.638, -0.681, -0.668, -0.070, 0.085, 0.110, 0.053, -0.067, 0.067, 0.093, 0.118, -0.071, 0.120, 0.095, 0.030, -0.064, 0.070, 0.113, 0.069, -0.099, 0.039, 0.076, 0.116, -0.057, 0.069, 0.113, 0.084, -0.077, 0.106, 0.065, 0.080, -0.085, 0.082, 0.035, 0.113, -0.064, 0.112, 0.066, 0.080, -0.094, 0.082, 0.111, 0.047, -0.091, 0.067, 0.110, 0.068, -0.076, 0.093, 0.079, 0.109, 1.428, 0.029, -0.074, -0.226, -0.004, -0.018, -0.017, 0.128, -0.025, 0.120, -0.003, 0.129, 0.129, 0.134, 0.028, -0.371, -0.082, -0.140, -0.011, 0.159, 0.113, 0.089, 0.066, 0.123, 0.141, 0.192], "orbital_gap_ha": 0.2323, "total_charge": 3}


# 3
{"formula": "C6H10N2", "method": "ωB97M-V/def2-TZVPD", "symbols": ["C", "C", "C", "N", "C", "C", "C", "N", "H", "H", "H", "H", "H", "H", "H", "H", "H", "H"], "positions_angstrom": [[0.13873, 0.36186, -2.45819], [-0.14008, -0.32771, -0.09586], [0.15076, 1.05584, 0.19069], [-1.47299, -0.74969, -0.41338], [0.66740, -0.97188, 1.04029], [0.48289, 2.07697, 0.93332], [0.17193, -1.26198, 2.24582], [0.69269, 0.19493, -1.12942], [-2.01388, -0.93062, 0.42566], [-1.42341, -1.58822, -0.98358], [1.66196, -1.29434, 0.75414], [0.81948, 0.97992, -3.04973], [-0.85702, 0.82631, -2.46247], [0.04035, -0.60110, -2.97441], [0.49147, 3.08545, 0.53410], [0.71724, 2.01065, 1.99054], [-0.80136, -0.89711, 2.55705], [0.67383, -1.96929, 2.89545]], "forces_ev_per_a": [[-0.6, 0.4, -0.3], [1.0, -0.5, 3.6], [0.6, -1.2, -3.5], [0.0, 0.2, 0.0], [-0.8, -2.0, -0.8], [-0.2, 1.0, 0.1], [0.0, 0.0, -0.5], [-0.6, 2.5, 0.9], [0.1, -0.1, -0.2], [-0.1, 0.0, 0.2], [0.1, 0.0, 0.0], [-0.1, -0.1, 0.2], [0.2, -0.1, 0.0], [0.1, 0.0, 0.2], [1.0, -0.1, -0.4], [-1.1, -0.2, 0.3], [-0.1, -0.2, 0.0], [0.2, 0.5, 0.2]], "nbo_charge": [-0.429, 0.116, 0.211, -0.828, -0.161, -0.457, -0.448, -0.395, 0.380, 0.371, 0.213, 0.206, 0.198, 0.191, 0.216, 0.221, 0.186, 0.210], "orbital_gap_ha": 0.3113, "smiles": "C=C[C@@]1(N)C(=C)N1C", "total_charge": 0}